[1]
The following is a DFT calculation (ωB97M-V/def2-TZVPD) of the molecule C3H9NO2 at a distorted geometry.

```
15
C3H9NO2 (ωB97M-V/def2-TZVPD)
C 1.64802 -0.10277 -0.83680
N 1.01838 0.27519 0.40328
O 1.33999 -0.57049 1.47475
C -0.31708 0.92067 0.44493
C -1.19054 -0.22839 0.01132
O -2.56472 0.43989 0.14286
H 1.37332 0.61618 -1.60517
H 1.35718 -1.11178 -1.16270
H 2.72780 -0.07316 -0.69178
H 0.97405 -1.45458 1.29661
H -0.33472 1.73115 -0.28041
H -0.52448 1.20354 1.47504
H -1.06702 -0.51764 -1.03738
H -1.20903 -1.07229 0.71027
H -3.23116 -0.05552 -0.34482
```

Computed properties:
* gap between HOMO and LUMO: 9.0 eV
* ΔE to the lowest compared entry with this formula, charge and spin: 3.843 eV
* E_tot: -8839.1122 eV
* lowest unoccupied orbital energy: 0.0291 Ha
* HOMO energy: -8.2 eV



[2]
The following is a DFT calculation (ωB97M-V/def2-TZVPD) of C3H9NO2PS2 as an isolated structure at a distorted geometry.

```
18
C3H9NO2PS2 (ωB97M-V/def2-TZVPD)
C 1.35074 1.10084 1.02493
C 2.14266 -1.06602 0.04324
C 1.65339 0.34568 -0.26428
N 2.09104 1.60812 1.99774
O 0.00124 1.14002 1.10711
O -0.85318 -1.01425 -0.36362
P -0.33772 0.36007 -0.49726
S -1.62249 1.81271 -1.14170
S -4.62851 0.76037 1.08206
H 2.42226 -1.58176 -0.82031
H 2.95768 -1.07599 0.67389
H 1.30883 -1.56332 0.46655
H 2.23514 0.97562 -0.93035
H 3.10893 1.69551 2.11298
H 1.56974 2.00357 2.84172
H -4.95599 -0.31668 1.79543
H -1.98771 0.96439 -2.06078
H -3.35266 0.91175 1.71203
```

Computed properties:
* gap between HOMO and LUMO (spin up / spin down): 6.3 / 4.2 eV
* ΔE to the lowest compared entry with this formula, charge and spin: 0.000 eV
* multiplicity: 3
* E_tot: -39790.4152 eV
* lowest unoccupied orbital energy (spin up / spin down): -0.1217 / -0.3175 Ha
* charge: +1
* HOMO energy (spin up / spin down): -9.6 / -12.9 eV



- What is the ΔE to the lowest compared entry with this formula, charge and spin in the second record?
  0.000 eV